1.
Computed, not measured: a cluster of 2 separate species, C58H66N3O3 in total in a non-equilibrium geometry, with ωB97M-V/def2-TZVPD.

ORCA input file:
```
! RIJCOSX wB97M-V def2-TZVPD def2/J DEFGRID3
* xyz 1 1
O -6.3642 0.0476 7.7244
O 6.0208 1.2691 3.6404
O 6.0404 0.8669 1.4694
N 5.4895 1.3165 2.5077
N -0.7014 -1.1834 0.6599
N 1.2684 -1.7424 1.4797
C -0.9082 2.8228 5.2882
C 2.6119 -1.7517 1.9781
C 4.9646 -2.1139 1.6651
C 2.0747 1.6937 3.6152
C 2.6431 -1.3664 -1.2173
C -0.7186 4.0162 4.5228
C -6.3083 0.5965 10.1315
C 0.7541 -2.8310 0.7691
C 0.1979 0.3858 2.3597
C 2.1699 1.2440 1.2254
C -0.3767 5.1956 5.1734
C -7.0725 0.8042 11.2894
C -6.9837 0.3615 8.9306
C -0.0918 5.2107 6.5486
C -2.0151 0.7592 -0.0033
C 0.5435 -1.5791 4.5661
C 2.5277 -2.0798 5.8790
C -2.7807 1.5870 -2.1987
C 3.5090 1.5426 1.1703
C 1.4531 1.1432 2.4584
C -8.3806 0.2253 8.8893
C -3.7998 -3.1129 0.7164
C -0.3481 2.8111 6.6015
C 0.2742 -0.7830 1.5642
C -8.4684 0.7703 11.2357
C -1.5457 1.1278 -1.4146
C -2.5577 1.7751 0.7779
C 3.6786 -3.6094 -0.8734
C -4.6845 -2.1901 2.8422
C 4.1540 -1.3039 3.7652
C -2.4077 -3.1162 2.8038
C 3.6935 -1.9970 1.0835
C -4.2038 1.0909 5.0483
C -2.8710 -0.9174 1.6108
C -0.9339 -0.0545 -2.1519
C 2.8581 -1.6832 3.3836
C -2.9416 1.4298 5.6465
C -3.0180 1.5342 7.0721
C -0.0653 3.9958 7.2486
C -5.2476 0.6285 7.1567
C 3.7159 -2.1360 -0.4726
C -3.4173 -2.3224 1.9712
C 5.0498 -1.5745 -1.0008
C 1.9032 -2.2509 4.4896
C 3.4207 2.0446 3.5767
C -0.5316 2.2732 -1.3472
C -1.7226 1.7103 4.8775
C -0.4236 -2.4719 0.2378
C -5.2608 0.5786 5.7568
C 5.2223 -1.5292 2.8943
C -9.1250 0.4470 10.0424
C -1.9633 -0.5439 0.5675
C -3.1225 1.4657 2.0135
C -4.1445 1.1961 7.8168
C 1.6877 -3.7447 4.2070
C -3.1117 0.1392 2.4670
C 4.1612 1.7975 2.3997
C 0.2239 6.4890 7.2678
H 2.6462 -1.0142 6.1135
H 4.9901 -1.4401 -2.0868
H -9.0555 0.9856 12.1269
H 5.8797 -2.2644 -0.8184
H -1.0015 3.2017 -1.0055
H -0.0964 2.4621 -2.3382
H -0.2523 1.8585 7.1334
H 0.1387 6.3272 8.3466
H -1.0919 -3.0046 -0.4255
H -3.5080 0.7697 -2.2644
H -1.5413 -3.4184 2.2049
H -5.4296 -1.5303 2.3761
H 4.5073 -4.1604 -0.4179
H -2.0538 -2.5245 3.6594
H -3.2261 -0.1081 3.5189
H -6.1498 0.1851 5.2602
H 1.3001 -3.7544 0.6737
H -2.9179 -3.3667 0.1220
H 6.2501 -1.3626 3.2177
H 1.6638 -1.8366 -1.1417
H -8.8338 -0.0504 7.9366
H -2.1794 1.9319 7.6354
H 2.7480 -4.1029 -0.5895
H 2.6494 -4.2718 4.1604
H -3.2734 2.4351 -1.7142
H 4.3843 -0.9420 4.7736
H -5.1477 -3.1809 2.9739
H 0.6169 -0.5102 4.7867
H -0.0304 -1.6954 3.6447
H 5.7993 -2.5508 1.1163
H -4.4109 1.2594 4.0002
H -6.5579 0.9813 12.2361
H 0.1762 4.0176 8.3177
H -1.5361 1.2119 3.9361
H 1.5008 1.7888 4.5437
H -4.4552 -1.8073 3.8463
H -0.7838 0.8505 2.3933
H -0.4816 7.2734 6.9802
H 1.2350 6.8614 7.0579
H -5.2209 0.5751 10.1734
H 1.6293 1.0139 0.3039
H 2.5900 -0.3285 -0.8778
H 3.4986 -2.5797 5.9685
H 4.1035 1.4613 0.2633
H -4.4830 -2.5222 0.0916
H 1.0822 -4.2005 5.0018
H 5.2911 -0.6037 -0.5504
H 3.7763 -3.6841 -1.9618
H -3.5427 2.2727 2.6078
H -0.5996 0.2675 -3.1491
H 1.8697 -2.5124 6.6438
H -2.8881 -4.0251 3.1989
H 0.2893 2.0359 -0.6575
H -1.6650 -0.8633 -2.2702
H -2.5039 1.8837 -3.2147
H -4.3004 -4.0496 1.0081
H -4.1631 1.4003 8.8878
H -0.9483 3.9895 3.4542
H -0.3234 6.1390 4.6197
H 3.9680 2.4238 4.4398
H -0.0607 -0.4430 -1.6207
H -2.5266 2.8230 0.4566
H 2.8996 -1.3601 -2.2869
H -10.2109 0.3509 9.9884
H -0.0273 -2.0553 5.3801
H 1.1686 -3.8920 3.2521
*
```

Summary:
LUMO level, eV: -5.44
Energy, Eh: -2639.13995
ΔE to the lowest compared entry with this formula, charge and spin, kJ/mol: 331.2

=====

2.
Computed, not measured: a cluster of 9 separate species, C58H72BN3P in total in a non-equilibrium geometry, with ωB97M-V/def2-TZVPD.

ORCA input file:
```
! RIJCOSX wB97M-V def2-TZVPD def2/J DEFGRID3
* xyz -1 1
P -3.0640 1.9587 -1.7971
N -0.0505 -2.4678 -0.0858
N -3.4778 3.5054 -1.8201
N -4.0688 1.3355 0.8438
C 10.2877 -3.7757 -1.1473
C 4.9724 -5.1691 -0.0820
C -5.4198 3.3822 -7.8749
C 5.6154 5.8392 0.9728
C -7.9421 0.9701 4.7592
C -4.6517 2.8909 -8.9215
C 4.3755 5.2610 1.2092
C 0.0504 4.1796 2.9594
C 5.1967 4.3552 3.2775
C 11.6756 -3.7532 -1.1419
C -4.5318 3.6196 -10.0970
C -5.2242 -0.7512 1.6998
C 10.2914 -4.5131 1.1413
C 6.7705 -0.4861 1.9475
C -9.9911 1.4888 3.6149
C -1.8211 -1.1351 1.0620
C 8.0016 -1.0489 2.2588
C 8.7217 -0.5847 3.3505
C 5.6499 -4.7339 1.0490
C 4.1655 4.5192 2.3631
C -5.7626 -5.5840 4.2355
C 11.6794 -4.4870 1.1479
C -5.1770 4.8425 -10.2252
C -0.2867 2.1531 0.0001
C 6.9770 1.0001 3.8238
C 0.4299 3.5839 1.9886
C -10.7153 1.0856 4.7288
C -1.8526 -0.4954 -5.9249
C -10.0529 0.6205 5.8565
C 9.5958 -4.1550 -0.0054
C 3.1825 -3.6300 0.4007
C -4.7229 -4.6649 4.2757
C -5.1600 0.3997 0.6529
C -1.4999 -0.1279 -7.2172
C -1.6202 2.0311 0.7181
C -2.2782 0.4659 -5.0179
C 3.7412 -4.6145 -0.4055
C 6.4380 4.9299 3.0413
C 12.3712 -4.1063 0.0063
C -2.3305 -0.4337 -0.2235
C -4.0854 -4.2861 3.1027
C -6.1667 -6.1219 3.0215
C 8.2098 0.4421 4.1326
C -5.5270 -5.7447 1.8485
C -6.0652 4.6041 -8.0032
C 3.8614 -3.2017 1.5342
C 5.0950 -3.7517 1.8559
C -5.9426 5.3352 -9.1774
C -8.6657 0.5646 5.8721
C -0.3416 -1.5298 0.9994
C 0.8780 2.7213 0.8909
C 6.2566 0.5379 2.7310
C -4.4859 -4.8278 1.8897
C -2.0080 2.1643 -6.6958
C 6.6470 5.6730 1.8877
C -2.3590 1.7989 -5.4033
C -8.6045 1.4294 3.6289
C -1.5765 1.2031 -7.6018
B -2.8074 1.1363 -0.0069
H -3.6028 3.8259 -0.8651
H -6.8605 0.9281 4.7698
H 5.7781 6.4211 0.0743
H -2.6934 2.5509 -4.6975
H -6.1102 0.9491 0.7474
H -2.0748 3.2016 -6.9991
H -2.5486 0.1772 -4.0127
H 3.1963 4.0732 2.5512
H 3.5709 5.3884 0.4961
H -5.8414 -6.1643 0.9013
H -1.4961 1.6181 1.7265
H 3.4314 -2.4312 2.1622
H -5.5094 2.8145 -6.9576
H 3.2131 -4.9491 -1.2896
H 5.0273 3.7774 4.1779
H 5.6322 -3.4088 2.7318
H -5.0812 5.4127 -11.1410
H 9.6851 -1.0188 3.5877
H -8.1482 0.2043 6.7522
H 8.4022 -1.8479 1.6464
H -5.1550 -0.0119 -0.3562
H -4.3765 -0.5960 2.3720
H -0.8915 -2.9424 -0.3793
H -0.3193 4.6722 3.8251
H 9.7509 -4.8115 2.0309
H -3.9916 1.2040 -2.5790
H 1.4037 1.8692 1.3310
H -1.1659 -0.8785 -7.9235
H -6.6613 4.9880 -7.1853
H -11.7971 1.1333 4.7177
H 9.7444 -3.4965 -2.0409
H -3.2786 -3.5646 3.1309
H -6.2598 -5.8797 5.1509
H -8.0383 1.7406 2.7601
H 12.2218 -4.7629 2.0433
H 8.7729 0.8083 4.9820
H 5.4060 -5.9354 -0.7130
H -10.5072 1.8492 2.7342
H -6.1189 -0.6995 2.3215
H -1.4842 -0.4250 -0.9265
H 6.6166 -5.1543 1.3007
H -6.9819 -6.8340 2.9889
H -0.0999 -2.0298 1.9480
H -3.8431 1.4401 1.8241
H -2.0178 -0.5228 1.9458
H 12.2154 -3.4587 -2.0328
H 1.6067 3.2633 0.2823
H 7.2426 4.7974 3.7540
H -1.7946 -1.5340 -5.6234
H -5.1086 -1.7330 1.2402
H -2.0225 3.0426 0.8266
H -3.0928 -1.0448 -0.7221
H 8.5127 -4.1682 -0.0080
H -3.9331 3.2350 -10.9135
H -4.4103 -4.2414 5.2217
H 0.3057 -0.6527 0.9501
H -6.4421 6.2909 -9.2746
H -2.3678 -2.0767 1.2164
H -1.8536 1.8208 -2.5268
H 6.2139 -0.8470 1.0919
H 2.2211 -3.1994 0.1461
H -4.1425 1.9420 -8.8157
H 7.6142 6.1227 1.7012
H -0.3659 2.7924 -0.8807
H 6.5787 1.8029 4.4308
H 5.2998 0.9818 2.4860
H 0.0778 1.1831 -0.3483
H 13.4536 -4.0840 0.0118
H 0.3990 -2.0270 -0.8734
H -3.9870 -4.5314 0.9756
H -1.3009 1.4930 -8.6090
H -10.6177 0.3012 6.7235
*
```

Summary:
LUMO level, eV: 2.01
Energy, Eh: -2783.71209
ΔE to the lowest compared entry with this formula, charge and spin, kJ/mol: 0.0

=====

3.
Computed, not measured: a structure of composition C58H76F5NO2P3SiSrTe in a non-equilibrium geometry, with ωB97M-V/def2-TZVPD.

ORCA input file:
```
! RIJCOSX wB97M-V def2-TZVPD def2/J DEFGRID3
* xyz -1 1
Te 1.8201 -0.0527 -3.8291
Sr -0.3560 0.6563 -1.6538
P -2.6169 -0.4501 0.4449
P 1.4272 -2.0740 0.5743
P 1.9996 3.4364 -1.2943
Si 0.1112 1.1883 1.5082
F 3.6590 -0.6147 -3.7473
F 0.9244 0.4201 -5.4820
F 2.7627 1.4933 -4.3598
F 1.9264 -1.6516 -4.9132
F 0.4264 1.8968 -3.5375
O -2.1968 1.8877 -2.8533
O 2.0137 0.2563 -2.0230
N -1.7961 2.0414 -5.0661
C -0.8217 -4.0093 3.5033
C 3.7485 -3.9334 -0.1259
C 1.7569 0.3134 2.1480
C 3.6978 3.9397 0.9638
C 1.8512 6.2120 -0.5821
C -0.7347 5.9757 0.3904
C -3.2968 -0.7566 3.1743
C -4.7067 -2.8816 -1.6114
C 3.3919 3.1454 -0.1381
C 0.1755 2.8699 2.4370
C -3.2690 -2.4395 -1.3596
C 2.3052 -0.9236 1.7251
C 1.9307 -4.2899 2.5208
C 4.1552 1.9969 -0.3735
C 4.7140 4.6058 -4.1925
C 3.5536 -1.3424 2.1983
C 4.2891 -0.5930 3.0994
C -0.0991 7.2064 0.4141
C 5.5482 2.5070 1.5214
C 2.8285 4.1977 -2.7422
C 2.3320 -2.9809 -1.9134
C -3.0547 -0.6933 4.5337
C -4.8484 2.9460 -0.2823
C 2.8628 -2.7182 -0.4979
C -1.8562 -0.1500 4.9856
C 3.7709 0.6161 3.5295
C 0.9080 -3.4771 1.7210
C 3.8963 5.2590 -5.0998
C 4.7732 3.6255 1.7850
C -6.1643 2.6774 0.4426
C -2.9821 -2.2588 0.1557
C 2.5357 5.3676 -4.8375
C -2.3597 -0.2705 2.2507
C 5.2291 1.6882 0.4469
C -3.7439 2.0206 0.2213
C 1.2472 -5.3874 3.3424
C -4.9812 -4.2505 -0.9750
C -6.5592 1.2086 0.3195
C 1.2294 4.9613 -0.5998
C -3.9830 -3.0554 1.0077
C 3.3400 -5.2246 -0.8589
C -4.1465 0.5412 0.0868
C -0.2463 -1.1109 -3.3924
C -1.4729 -0.2141 -4.0196
C 4.1842 4.0772 -3.0220
C 1.8288 -5.3065 -1.0668
C -0.0726 4.8657 -0.1216
C 0.1921 -4.8320 4.2898
C -0.9462 0.3544 4.0745
C 1.1962 7.3240 -0.0795
C 2.0087 4.8342 -3.6745
C -0.1141 -2.9169 2.7066
C -4.2269 -4.4141 0.3554
C 1.3297 -4.1285 -1.9376
C -1.6998 1.4012 -3.8738
C -5.4500 0.2988 0.8504
C 2.5454 1.0485 3.0497
C -1.1710 0.3269 2.6907
H 0.9421 4.9003 -3.4906
H -4.5489 3.9887 -0.1501
H 0.2833 2.8039 3.5244
H -6.9570 3.3225 0.0550
H -1.5578 -3.5564 4.1695
H -5.3834 -2.1287 -1.1951
H 0.9797 3.5027 2.0520
H 3.8259 -5.2581 -1.8375
H 0.3622 -4.1676 1.0620
H -7.4939 1.0168 0.8533
H -1.9988 -2.6976 0.3636
H -1.8283 3.0449 -4.9504
H -0.7616 3.3996 2.2361
H -3.5378 2.2317 1.2776
H 3.1003 4.8138 1.1884
H 2.1962 2.0133 3.3937
H 4.8368 3.5601 -2.3309
H 3.7755 -4.1072 0.9462
H -4.9111 -2.9200 -2.6836
H 5.7719 4.4933 -4.3965
H -3.0831 -1.4997 -1.8867
H -4.2272 -1.1851 2.8296
H -6.7382 0.9714 -0.7360
H 1.6935 8.2865 -0.0739
H 4.3108 5.6713 -6.0115
H -4.7796 -5.0754 1.0260
H -5.2880 0.5175 1.9101
H -1.3489 -0.3996 -5.0819
H -0.6095 8.0755 0.8113
H 0.6746 -4.1853 5.0316
H 3.4979 -1.8305 -0.5371
H 1.8816 5.8549 -5.5505
H -1.3668 -4.6690 2.8148
H 5.2534 -0.9445 3.4474
H -3.7873 -1.0733 5.2362
H -6.0560 -4.3672 -0.8138
H -2.4383 -0.6340 -3.7287
H 5.0010 4.2592 2.6341
H 0.4000 -2.2444 3.4013
H 3.8854 1.3363 -1.1917
H 3.1730 -3.2002 -2.5765
H -1.6395 -0.1158 6.0476
H -1.0940 1.7478 -5.7350
H -0.2735 -1.3980 -2.3072
H 6.3829 2.2588 2.1660
H 4.3242 1.2376 4.2246
H -0.2974 -5.6424 4.8371
H -1.7438 5.8740 0.7707
H 4.7769 -3.6883 -0.4089
H -0.5765 3.9054 -0.1456
H 2.6601 -4.7769 1.8766
H 1.5570 -6.2602 -1.5248
H -0.8373 -2.3064 2.1818
H 3.7041 -6.0940 -0.3050
H 1.9587 -2.0249 -2.2512
H -0.0184 0.7786 4.4460
H 5.8093 0.7947 0.2509
H -4.6828 -5.0420 -1.6674
H -2.8235 2.2106 -0.3339
H 1.3439 -5.2845 -0.0892
H -3.2555 -4.8886 0.1804
H -3.5768 -3.1837 2.0105
H -4.9361 -2.5333 1.1126
H -5.7639 -0.7432 0.7732
H -6.0419 2.9223 1.5040
H 0.3567 -3.7865 -1.5657
H -2.5818 -3.1752 -1.7900
H 2.4753 -3.6138 3.1884
H 2.0042 -5.9522 3.8941
H 1.1802 -4.4536 -2.9701
H 0.7664 -6.0923 2.6524
H -4.9790 2.7858 -1.3580
H -0.2638 -2.0533 -3.9290
H -4.3342 0.3584 -0.9819
H 3.9668 -2.2801 1.8509
H 2.8561 6.3087 -0.9777
*
```

Summary:
LUMO level, eV: 2.06
Energy, Eh: -4572.71170
ΔE to the lowest compared entry with this formula, charge and spin, kJ/mol: 0.0

=====

| no. | Kohn-Sham gap (eV) |
| --- | --- |
| 1 | 3.39 |
| 2 | 6.29 |
| 3 | 5.95 |